102
Properties=species:S:1:pos:R:3:forces:R:3 method="wB97M-V/def2-TZVPD" de_lowest_kcal_mol=20.21 e_homo_ha=0.0567 total_charge=-2 homo_lumo_gap_ev=2.2 lumo_ev=3.78
K 1.5444 0.0141 0.3004 -1.01 -0.07 -0.08
C -3.7634 1.9432 -2.3554 0.05 -0.10 0.09
C -4.1295 2.8080 -1.1531 -0.06 0.03 -0.14
C -5.6092 3.1945 -1.2912 0.05 -0.04 0.07
C -3.2426 4.0601 -1.1881 0.03 -0.07 0.07
N -3.9478 2.1571 0.1692 -0.06 0.10 0.09
C -4.2422 2.9026 1.3121 0.04 0.06 -0.27
C -3.8133 2.2049 2.3637 0.06 -0.13 0.15
N -3.2560 1.0276 1.9128 -0.34 -0.16 0.09
B -2.6345 0.1074 2.9991 0.27 0.03 -0.08
N -2.5415 -1.3760 2.5358 0.01 -0.07 0.13
C -3.7410 -2.0255 2.3341 -0.01 0.21 0.02
C -3.4920 -3.2380 1.8353 0.14 -0.12 -0.17
N -2.1084 -3.3592 1.7114 -0.13 -0.03 -0.02
C -1.5160 -2.2112 2.1982 -0.27 -0.02 -0.01
S 0.1305 -1.9536 2.4755 0.01 0.09 -0.02
C -1.5505 -4.5967 1.1112 0.06 -0.15 -0.02
C -1.8559 -5.7650 2.0570 0.01 0.09 0.02
C -2.2445 -4.8164 -0.2433 -0.02 0.10 0.09
C -0.0469 -4.5648 0.8504 0.00 0.09 0.03
N -1.2993 0.6706 3.5491 -0.15 0.12 0.05
C -0.8590 0.1767 4.7598 -0.12 -0.01 -0.08
C 0.3669 0.6550 4.9884 0.17 0.06 -0.09
N 0.7168 1.4569 3.9043 -0.04 -0.08 0.09
C -0.3490 1.5121 3.0376 0.09 -0.26 0.08
S -0.5137 2.4860 1.6573 -0.04 -0.08 -0.08
C 2.0783 2.0780 3.8814 0.17 0.19 0.01
C 3.1072 0.9804 4.1863 -0.11 -0.05 0.05
C 2.1028 3.1582 4.9703 -0.09 -0.05 -0.03
C 2.4974 2.7055 2.5521 -0.26 -0.08 -0.07
C -3.3469 0.9742 0.5565 0.17 0.32 0.03
S -2.8317 -0.2933 -0.4351 0.04 -0.15 0.04
H -3.9481 2.5386 -3.2535 -0.02 0.04 0.02
H -2.7175 1.6488 -2.3269 -0.03 0.01 -0.04
H -4.3590 1.0340 -2.3932 0.02 0.01 -0.03
H -5.7758 3.6630 -2.2631 0.01 0.00 0.02
H -6.2329 2.3011 -1.2200 0.00 0.02 -0.02
H -5.9223 3.8954 -0.5166 -0.02 0.00 -0.02
H -3.3193 4.5385 -2.1667 0.00 0.00 0.01
H -3.5323 4.7832 -0.4248 0.01 0.01 -0.01
H -2.2033 3.7797 -1.0078 -0.03 0.01 -0.01
H -4.6866 3.8790 1.2732 -0.01 -0.01 -0.03
H -3.8198 2.4589 3.4097 0.00 -0.06 -0.03
H -3.4296 0.1123 3.9254 0.05 0.01 0.01
H -4.6835 -1.5409 2.5266 0.07 0.01 0.02
H -4.1764 -4.0025 1.5195 0.04 -0.02 0.01
H -2.9284 -5.8634 2.2351 0.01 -0.02 0.00
H -1.4876 -6.6983 1.6255 -0.01 0.01 0.01
H -1.3600 -5.6012 3.0157 -0.01 -0.02 -0.03
H -3.3094 -5.0247 -0.1353 0.00 0.00 -0.03
H -2.1345 -3.9231 -0.8617 -0.02 -0.05 0.02
H -1.7818 -5.6609 -0.7560 0.00 -0.01 0.00
H 0.5241 -4.4748 1.7690 0.01 -0.01 -0.05
H 0.2180 -5.4987 0.3478 -0.04 -0.01 -0.02
H 0.2323 -3.7261 0.2142 0.01 -0.03 0.04
H -1.4451 -0.5246 5.3289 -0.01 0.04 -0.04
H 1.0359 0.4574 5.8036 0.02 0.02 -0.03
H 3.0299 0.5988 5.2071 0.01 0.00 -0.01
H 2.9922 0.1505 3.4865 0.05 0.04 0.00
H 4.1087 1.3890 4.0512 -0.02 -0.02 -0.02
H 1.7659 2.7625 5.9312 0.02 0.01 0.01
H 3.1190 3.5386 5.0889 -0.01 0.01 -0.03
H 1.4467 3.9844 4.6871 0.01 -0.01 0.02
H 2.6055 1.9608 1.7570 0.23 0.13 0.07
H 1.8031 3.4711 2.2228 0.04 0.03 0.05
H 3.4821 3.1517 2.7074 0.03 -0.10 -0.02
C 0.7263 -3.5609 -4.2750 0.02 0.06 -0.01
C -0.3210 -2.4457 -4.2746 -0.10 -0.04 -0.08
C -1.7218 -3.0286 -4.0435 0.01 -0.01 -0.01
C -0.2814 -1.7014 -5.6075 0.03 0.06 0.04
N 0.0613 -1.4565 -3.2581 0.02 -0.16 0.06
N -0.0410 -1.8837 -1.9097 0.06 0.20 0.14
H 0.6192 -4.1879 -5.1641 -0.03 -0.02 0.04
H 0.6232 -4.2053 -3.3985 0.02 0.03 -0.01
H 1.7269 -3.1249 -4.2628 -0.01 -0.03 -0.02
H -2.0558 -3.5929 -4.9188 0.01 -0.01 0.03
H -2.4412 -2.2261 -3.8523 -0.01 -0.03 -0.04
H -1.7321 -3.7047 -3.1854 -0.03 0.03 -0.04
H -0.3393 -2.3993 -6.4452 -0.05 0.02 0.00
H 0.6513 -1.1384 -5.6793 -0.02 -0.03 -0.03
H -1.1180 -0.9991 -5.6843 0.05 -0.01 0.00
H -0.5250 -0.6344 -3.3414 0.05 0.09 0.04
H 0.5942 -2.6553 -1.7529 0.12 0.10 -0.01
H -0.9885 -2.1550 -1.6603 0.00 -0.09 0.06
C 6.2312 1.6747 0.8887 0.06 0.01 -0.02
C 6.3014 0.4742 -0.0030 0.07 -0.13 -0.05
C 7.5139 -0.0421 -0.4021 -0.11 -0.04 -0.05
C 7.6281 -1.1825 -1.2216 0.01 0.00 -0.01
C 6.4301 -1.7975 -1.6280 -0.07 0.10 0.10
C 5.1876 -1.3292 -1.2590 0.09 0.02 -0.04
C 3.9388 -2.0262 -1.7069 0.07 0.00 -0.04
C 5.0050 -0.1308 -0.4017 -0.24 0.26 0.15
N 3.8425 0.3273 -0.0462 1.04 -0.23 -0.15
H 7.2109 2.1634 0.9728 -0.02 -0.02 0.02
H 5.8873 1.4044 1.8987 -0.06 0.04 -0.02
H 5.4903 2.3855 0.5056 -0.02 0.00 0.03
H 8.4290 0.4531 -0.0659 -0.02 0.02 0.00
H 8.5948 -1.5607 -1.5389 -0.01 0.00 0.02
H 6.4840 -2.6863 -2.2615 0.00 -0.01 -0.01
H 4.1761 -2.8954 -2.3356 -0.02 0.03 0.02
H 3.2857 -1.3413 -2.2670 -0.03 -0.04 0.05
H 3.3486 -2.3669 -0.8402 -0.02 0.01 -0.03


14
Properties=species:S:1:pos:R:3:forces:R:3 method="wB97M-V/def2-TZVPD" de_lowest_kcal_mol=55.53 e_homo_ha=-0.3009 homo_lumo_gap_ev=9.1 smiles="C/C=C/N.O" lumo_ev=0.89
C -1.3970 -2.0118 -0.4689 3.15 0.44 -2.20
C -1.1494 -0.5627 -0.1551 3.14 -2.04 -2.78
C -0.0940 0.0374 -0.7675 -1.65 -1.56 0.14
N 0.0742 1.3790 -0.5229 -1.51 4.00 -1.07
H -1.8385 -2.4483 0.4020 -0.11 -1.14 -0.01
H -1.9375 -2.0728 -1.4185 -0.79 -0.36 0.57
H -0.3211 -2.4128 -0.8756 -2.53 0.17 1.64
H -1.7462 -0.1949 0.5982 -1.10 1.63 1.32
H 0.5993 -0.4931 -1.4873 -0.89 0.63 1.07
H 0.5567 1.9630 -1.2574 -0.60 -1.25 1.06
H -0.9415 1.7898 -0.4591 2.90 -0.63 0.14
O 2.1362 0.8656 1.7169 -2.66 -6.32 -1.65
H 2.3892 1.6967 1.8032 1.64 5.94 0.45
H 1.4729 0.8180 0.9691 1.01 0.48 1.31


119
Properties=species:S:1:pos:R:3:forces:R:3 method="wB97M-V/def2-TZVPD" multiplicity=5 s_squared=6.0151 de_lowest_kcal_mol=38.07 e_homo_ha="-0.2978 / -0.2971" total_charge=+1 homo_lumo_gap_ev="4.8 / 4.6" lumo_ev="-3.26 / -3.46"
Cr -0.4114 1.4705 1.7175 -2.23 0.38 0.35
C -3.7179 2.6458 1.5557 0.32 -0.11 -0.14
C -2.9659 2.8357 0.2442 -0.37 0.09 0.17
N -1.4944 2.8761 0.3834 0.24 0.19 -0.27
C -0.9528 4.2358 0.4924 -0.09 0.05 0.24
C -0.9415 4.7299 1.9465 0.01 -0.14 -0.21
N -0.5653 3.6778 2.9035 0.11 0.42 0.07
C -0.6661 4.1855 4.2806 0.05 -0.10 0.21
C -0.5131 3.1236 5.3765 0.12 -0.08 -0.19
C 0.5509 2.0431 5.1563 -0.20 0.10 0.07
N 0.0997 0.9875 4.2363 0.25 0.04 0.01
C -0.9777 0.1464 4.7853 -0.12 -0.05 -0.21
C -2.2389 0.1251 3.8873 0.25 -0.10 0.10
N -2.2084 1.2074 2.9001 -0.35 -0.10 0.16
C -3.4687 1.2581 2.1321 -0.39 0.01 -0.08
H -3.4713 3.4265 2.2861 -0.09 0.02 0.04
H -4.7821 2.7417 1.3344 -0.02 0.02 0.02
H -3.1921 1.9624 -0.3723 0.22 0.07 0.04
H -3.3118 3.7447 -0.2615 0.08 0.03 -0.01
H -1.1248 2.4424 -0.4630 -0.19 -0.06 -0.03
H 0.0522 4.2367 0.0772 0.00 0.01 -0.04
H -1.5395 4.9483 -0.0966 0.04 -0.02 -0.04
H -0.2877 5.6101 2.0246 -0.06 0.02 0.00
H -1.9480 5.0570 2.2111 0.02 0.01 0.07
H 0.4113 3.4359 2.7767 0.09 0.15 0.03
H 0.0773 4.9765 4.4471 -0.03 0.02 -0.03
H -1.6473 4.6512 4.3932 0.02 0.04 -0.03
H -0.2614 3.6528 6.2967 -0.09 -0.01 0.04
H -1.4738 2.6358 5.5578 -0.02 0.00 0.03
H 1.4643 2.4880 4.7499 0.02 -0.03 0.00
H 0.8063 1.6161 6.1345 0.06 0.04 -0.03
H 0.8913 0.4032 4.0009 0.03 -0.01 0.09
H -0.6256 -0.8776 4.9241 0.03 0.02 0.03
H -1.2501 0.5120 5.7759 0.04 -0.01 0.01
H -2.3263 -0.8179 3.3506 -0.12 0.02 0.00
H -3.1308 0.2071 4.5174 -0.02 -0.01 -0.06
H -2.1576 2.0678 3.4403 0.14 0.09 -0.13
H -4.3152 0.9673 2.7653 0.12 0.02 0.14
H -3.3678 0.5488 1.2989 0.10 0.09 0.14
C 11.2053 -2.8981 -3.8182 0.07 0.03 -0.04
O 10.0227 -3.6699 -3.6820 -0.03 -0.06 0.00
C 8.9443 -3.0880 -3.1261 -0.11 0.08 0.11
C 7.8487 -3.9212 -2.8907 0.03 -0.15 -0.03
C 6.7117 -3.4296 -2.2906 -0.06 0.12 0.05
C 6.6296 -2.0866 -1.9127 0.23 -0.05 -0.16
C 7.7168 -1.2554 -2.1795 -0.22 -0.07 0.08
C 8.8645 -1.7411 -2.7760 0.11 0.03 -0.04
C 5.4579 -1.5087 -1.2686 -0.09 0.24 0.07
N 5.2857 -0.2199 -1.0653 0.09 0.08 -0.08
C 4.0789 -0.1015 -0.4448 -0.08 -0.54 0.01
C 3.5032 -1.3446 -0.2486 0.14 0.46 -0.05
N 4.3985 -2.2327 -0.7828 0.01 -0.12 0.00
C 2.2822 -1.5288 0.4566 -0.04 0.30 -0.01
C 1.7620 -2.7622 0.8552 -0.39 0.06 0.27
C 0.5998 -2.7679 1.5909 0.41 -0.35 -0.27
C -0.0412 -1.5707 1.8664 -0.43 0.54 0.11
N 0.4245 -0.3731 1.5295 1.02 -1.52 -0.24
C 1.6001 -0.3493 0.8418 -0.22 -0.60 0.10
C 2.1662 0.9440 0.6026 0.22 0.60 -0.04
N 1.4498 2.0174 1.0608 1.56 0.13 -0.38
C 2.0804 3.1945 1.0269 -0.30 0.01 0.02
C 3.3344 3.4107 0.4733 0.27 -0.16 -0.19
C 4.0154 2.3532 -0.0856 -0.16 0.27 0.19
C 3.4381 1.0879 0.0079 -0.34 -0.25 0.03
H 11.9666 -3.5877 -4.1703 0.01 0.03 0.00
H 11.5121 -2.4750 -2.8587 0.00 -0.02 -0.01
H 11.0775 -2.0963 -4.5493 -0.03 -0.01 0.02
H 7.9213 -4.9596 -3.1841 0.00 0.00 0.00
H 5.8777 -4.1032 -2.1314 0.01 -0.03 0.00
H 7.6405 -0.2128 -1.9067 0.06 0.03 0.00
H 9.6866 -1.0652 -2.9617 0.00 -0.03 -0.01
H 4.2967 -3.2313 -0.8252 0.05 -0.02 -0.01
H 2.2585 -3.6896 0.6039 0.04 0.00 0.00
H 0.1672 -3.6935 1.9420 -0.06 0.01 -0.04
H -0.9863 -1.5873 2.3841 -0.02 0.03 -0.04
H 1.5767 4.0542 1.4450 -0.12 -0.05 -0.02
H 3.7438 4.4104 0.4791 0.01 0.00 0.00
H 4.9835 2.4689 -0.5525 0.01 -0.02 -0.01
C -5.4940 0.4766 -1.5621 -0.03 -0.06 0.00
C -4.9168 -0.8731 -1.1213 0.40 -0.08 -0.17
C -5.6857 -1.9726 -1.8622 -0.06 0.12 0.03
C -5.1556 -0.9967 0.4015 0.00 -0.17 -0.03
P -2.9990 -0.8502 -1.4097 0.06 0.22 0.00
N -2.2441 -0.0396 -0.3368 0.35 0.00 0.21
C -2.6953 -0.1444 -3.1845 -0.10 -0.23 0.31
C -3.6155 -0.6230 -4.3078 0.04 0.03 -0.02
C -1.2522 -0.5027 -3.5582 -0.01 0.02 -0.05
C -2.7424 1.3819 -3.0738 0.04 0.05 -0.09
C -2.4463 -2.7047 -1.4535 -0.25 0.28 -0.07
C -2.9303 -3.2977 -0.1254 0.07 -0.07 -0.03
C -0.9174 -2.7168 -1.4212 0.13 -0.07 0.00
C -2.9114 -3.5982 -2.6046 0.03 -0.02 0.05
H -6.5552 0.5086 -1.2967 0.00 0.02 0.06
H -5.4303 0.6245 -2.6371 -0.03 0.06 0.02
H -4.9926 1.3040 -1.0566 -0.04 0.00 -0.07
H -6.7592 -1.7897 -1.7480 -0.01 -0.01 -0.02
H -5.4884 -2.9610 -1.4520 0.01 -0.01 -0.04
H -5.4615 -1.9802 -2.9284 -0.05 -0.06 0.02
H -5.8342 -1.8224 0.6266 -0.04 0.00 -0.03
H -5.6079 -0.0853 0.7981 0.00 -0.02 0.02
H -4.2257 -1.1630 0.9413 -0.06 -0.03 0.01
H -3.5878 -1.7067 -4.4172 -0.06 0.06 -0.05
H -3.2778 -0.1876 -5.2543 -0.01 -0.01 -0.02
H -4.6518 -0.3216 -4.1687 0.00 0.00 -0.02
H -1.1653 -1.5367 -3.8920 0.03 0.05 0.01
H -0.5825 -0.3385 -2.7117 0.02 0.01 -0.04
H -0.9225 0.1339 -4.3849 -0.03 0.00 -0.03
H -3.7487 1.7748 -2.9465 0.03 0.02 0.03
H -2.3266 1.8256 -3.9840 -0.03 -0.02 -0.03
H -2.1300 1.6991 -2.2281 -0.01 -0.01 -0.02
H -2.5275 -2.7161 0.7069 -0.06 0.02 0.03
H -2.5758 -4.3301 -0.0319 0.02 0.00 -0.03
H -4.0149 -3.3150 -0.0462 -0.01 -0.02 0.06
H -0.5520 -1.8443 -0.8769 0.04 0.03 0.05
H -0.4846 -2.7199 -2.4209 0.01 0.00 0.08
H -0.5729 -3.6246 -0.9162 0.01 -0.06 0.01
H -3.9898 -3.7302 -2.6288 0.02 -0.01 -0.07
H -2.4652 -4.5906 -2.4743 -0.01 -0.01 -0.03
H -2.5832 -3.2217 -3.5733 0.01 -0.05 0.03


72
Properties=species:S:1:pos:R:3:forces:R:3 method="wB97M-V/def2-TZVPD" multiplicity=5 s_squared=6.0041 de_lowest_kcal_mol=0.00 e_homo_ha="-0.3773 / -0.3776" total_charge=+1 homo_lumo_gap_ev="7.0 / 7.0" lumo_ev="-3.27 / -3.28"
Pm 0.1267 0.0749 -0.1695 0.59 -1.16 -0.99
Cl -6.8812 -1.8686 0.6705 -0.05 0.00 -0.02
C -5.2909 -1.2094 0.8447 -0.01 0.09 0.22
C -4.9641 -0.5342 1.9880 -0.23 -0.12 -0.13
C -3.6751 -0.0170 2.1546 0.75 0.25 0.16
I -3.1528 1.0072 3.9164 -0.21 -0.21 -0.24
C -2.6760 -0.1762 1.2048 -0.62 -0.06 0.30
O -1.4387 0.2333 1.3817 -0.48 -0.12 0.07
C -3.0408 -0.8441 -0.0094 -0.22 0.00 0.07
N -2.0776 -0.9396 -0.9723 -0.23 -0.14 0.16
C -2.3793 -1.5376 -2.1042 0.20 0.13 -0.03
C -3.6346 -2.1007 -2.3680 -0.13 -0.02 0.02
C -4.6116 -2.0220 -1.4146 0.06 0.00 -0.06
C -4.3433 -1.3715 -0.1916 0.21 0.06 -0.10
H -5.7031 -0.4080 2.7670 0.00 0.00 -0.01
H -1.5969 -1.5689 -2.8551 0.02 -0.03 0.02
H -3.8114 -2.5863 -3.3168 -0.01 0.02 0.00
H -5.5927 -2.4436 -1.5844 0.01 0.00 -0.01
S 0.8256 1.1235 -2.6204 0.54 -0.15 -0.38
C -0.5699 2.1321 -2.4094 -0.35 0.11 0.19
C -1.0057 3.0182 -3.4032 0.02 -0.03 0.02
C -2.1482 3.7551 -3.1918 0.01 -0.03 0.04
C -2.8495 3.6001 -1.9955 -0.01 0.03 -0.05
C -2.3503 2.7239 -1.0628 -0.07 -0.14 0.17
N -1.2329 2.0044 -1.2429 -0.06 0.15 -0.56
H -0.4306 3.0959 -4.3146 -0.02 0.02 -0.01
H -2.5027 4.4456 -3.9460 0.01 -0.01 -0.01
H -3.7555 4.1539 -1.7976 0.00 -0.01 0.02
H -2.8596 2.5777 -0.1146 0.00 0.00 -0.01
N 0.6871 -1.4592 1.9656 0.29 0.25 0.01
C 2.0735 -1.7348 2.2022 0.06 -0.10 0.07
C 2.4903 -2.4639 3.2847 -0.10 0.05 -0.10
C 3.8523 -2.7388 3.5035 0.13 -0.02 0.01
C 4.7975 -2.2649 2.6417 -0.01 -0.04 0.07
C 4.4086 -1.5104 1.5133 -0.21 0.04 -0.05
C 5.3476 -0.9792 0.6018 -0.05 0.05 -0.09
C 4.9094 -0.2521 -0.4663 0.17 -0.09 0.03
C 3.5280 -0.0717 -0.6421 -0.07 -0.02 0.04
N 2.6164 -0.5461 0.1811 0.28 0.14 -0.04
C 3.0350 -1.2518 1.2735 0.12 -0.17 0.06
H 0.1235 -2.1359 2.4649 -0.19 -0.01 -0.08
H 0.4305 -0.5485 2.3527 0.07 -0.14 0.25
H 1.7571 -2.8245 3.9969 -0.02 0.00 -0.02
H 4.1427 -3.3163 4.3707 0.00 0.00 -0.01
H 5.8501 -2.4547 2.8087 0.00 -0.01 0.00
H 6.4032 -1.1559 0.7683 0.00 0.01 -0.01
H 5.5947 0.1759 -1.1842 0.00 0.00 0.01
H 3.1712 0.4904 -1.4982 -0.06 0.04 0.04
Se -0.4151 2.6258 1.5831 -0.45 1.01 0.84
N 1.0586 1.6307 1.6039 0.13 0.04 0.25
C 2.0596 2.4151 2.0396 -0.30 0.06 -0.12
C 3.3970 2.0112 2.2606 0.42 0.00 0.04
C 4.2885 2.9267 2.7395 -0.16 -0.34 -0.12
C 3.9152 4.2709 3.0046 -0.19 0.36 0.03
C 2.6402 4.7019 2.8054 0.30 0.08 0.11
C 1.6817 3.7761 2.3238 -0.26 -0.33 -0.14
N 0.3984 4.0567 2.1089 0.33 0.50 0.14
H 3.7010 0.9929 2.0703 -0.02 0.02 0.03
H 5.3084 2.6208 2.9328 0.01 0.00 -0.02
H 4.6635 4.9599 3.3733 -0.01 -0.01 0.01
H 2.3320 5.7187 3.0053 0.02 0.00 0.01
Br 1.6522 -6.4715 -3.0279 -0.03 0.12 0.06
C 1.2273 -4.8002 -2.2747 0.00 0.01 0.00
C 1.7659 -3.6366 -2.8000 0.03 -0.08 -0.03
C 1.4173 -2.4333 -2.2150 -0.01 -0.03 -0.01
N 0.5961 -2.3331 -1.1650 0.08 -0.02 -0.18
C 0.0866 -3.4662 -0.6763 -0.05 0.06 0.10
C 0.3659 -4.7174 -1.1910 0.03 -0.09 -0.04
H 2.4393 -3.6603 -3.6446 -0.02 0.00 -0.01
H 1.8010 -1.5059 -2.6220 0.01 0.01 0.02
H -0.5850 -3.3671 0.1688 -0.01 0.01 -0.01
H -0.0760 -5.6037 -0.7595 -0.01 0.01 0.01